# 1
This record from OMol25 describes a cluster of 4 separate species, C2H12N2O3 in total in a non-equilibrium geometry. The level of theory is wB97M-V/def2-TZVPD.

As for the lowest unoccupied orbital energy (alpha / beta): -4.391 / -7.510 eV. The frontier orbital gap (alpha / beta) is 9.594 / 6.475 eV.

```
! RIJCOSX wB97M-V def2-TZVPD def2/J DEFGRID3
* xyz 1 2
H -1.210 1.238 -1.719
N -0.533 0.480 -1.699
H -2.852 2.318 1.242
H 2.035 0.030 1.231
H -1.330 -0.498 2.818
H -0.440 0.949 0.418
H 2.110 -1.581 1.076
O -3.763 2.316 1.536
H -3.848 2.646 2.432
H 2.931 -2.306 -2.413
C 0.727 -0.733 -0.098
C 0.062 0.394 -0.462
H 0.069 0.336 -2.526
H 3.812 -1.862 -3.636
H 0.960 -1.473 -0.846
O -0.800 0.292 2.659
H 0.028 0.051 2.223
N 1.435 -0.825 1.170
O 2.917 -2.016 -3.324
*
```

=====

# 2
This record from OMol25 describes a cluster of 2 separate species, C10H16O2 in total in a non-equilibrium geometry. The level of theory is wB97M-V/def2-TZVPD.

As for the lowest unoccupied orbital energy (alpha / beta): 0.336 / 0.537 eV. The frontier orbital gap (alpha / beta) is 7.080 / 8.094 eV.

```
! RIJCOSX wB97M-V def2-TZVPD def2/J DEFGRID3
* xyz 0 1
H 0.516 -1.270 3.982
H -2.107 -0.576 2.841
H 2.239 1.933 -2.385
C -0.989 1.761 0.917
O -1.447 -1.526 -1.556
H -1.813 0.872 -2.695
H 1.046 -1.648 -1.963
H 0.005 2.178 -3.435
C -0.443 -1.650 3.716
H -1.031 -1.844 4.561
H 2.068 0.694 -3.439
H 0.929 -1.504 -0.267
C -1.035 -0.445 2.922
H -0.890 2.423 1.932
H -1.300 -2.034 -0.764
O -0.383 -0.429 1.600
C 1.898 0.193 -1.327
H 1.991 0.619 -0.333
C 0.871 -0.943 -1.229
H -0.314 -2.576 3.032
C 0.207 1.434 -2.780
H 2.994 -0.180 -1.216
C -0.898 0.466 0.812
C -0.536 -0.482 -1.530
C 1.685 1.072 -2.604
C -0.756 0.618 -2.407
H -1.563 2.303 0.128
H -0.945 0.542 3.485
*
```

=====

# 3
This record from OMol25 describes a structure of composition C30H33BBrN7O3S4SnTe in a non-equilibrium geometry. The level of theory is wB97M-V/def2-TZVPD.

As for the lowest unoccupied orbital energy: 0.128 eV. The frontier orbital gap is 7.593 eV.

```
! RIJCOSX wB97M-V def2-TZVPD def2/J DEFGRID3
* xyz 0 1
H 4.806 3.074 3.701
H 3.186 6.063 -0.014
C 0.297 -1.857 -0.240
H -3.323 5.504 -5.855
N -1.155 4.155 -2.965
N -0.432 -2.889 0.096
C -6.991 0.156 -0.630
S 0.748 1.212 3.419
Br -0.259 6.615 -2.094
C -4.650 -0.226 -1.313
H 3.125 -0.334 -3.583
H 3.828 5.444 2.597
C -2.746 -3.919 2.721
H -5.233 -1.678 -2.792
C 2.513 3.772 -1.509
C -2.722 5.124 -5.038
H -0.575 -5.078 3.059
C 1.809 -0.982 -2.027
C 3.059 2.930 0.762
Sn 0.296 1.442 0.792
C 4.034 -0.857 3.296
H 1.561 3.248 -1.569
H 2.865 -4.567 -2.993
C 3.233 5.119 0.497
C 1.270 -2.071 -1.350
H 2.204 -2.716 3.635
C -5.537 -0.992 -2.015
H 3.264 3.207 -2.058
H 2.852 3.317 4.117
N 2.921 3.935 -0.123
C -2.681 3.769 -4.768
C -6.885 -0.764 -1.631
H -1.484 -6.493 1.231
C -0.502 -4.734 2.027
C 2.355 0.594 3.379
H -2.015 7.066 -4.414
C 2.569 -3.562 -2.723
H -2.431 -2.059 3.760
H 4.508 -1.821 3.251
C 3.549 4.810 1.776
C -1.521 -2.854 0.866
H 1.275 -1.920 2.335
C 3.110 -2.472 -3.392
H 0.892 -1.577 4.026
S 2.831 1.275 0.304
C -2.000 5.999 -4.251
H 0.282 -6.572 1.211
N 3.502 1.287 3.354
O -2.908 1.306 -3.111
C -1.248 5.448 -3.226
C -0.575 -5.912 1.067
B 3.668 2.825 3.386
H -0.572 -5.555 0.038
H 5.565 0.727 3.276
H -3.644 -3.594 2.201
N 2.663 -0.719 3.343
C 4.546 0.391 3.306
O 0.271 -0.751 0.376
H 0.444 -4.209 1.916
N -1.604 -3.791 1.821
N 3.431 3.450 1.937
C -2.551 -3.116 3.998
Te -2.567 -0.326 -1.382
C 2.722 -1.185 -3.049
S -2.885 -1.782 0.689
H 2.407 4.755 -1.939
H -3.259 3.059 -5.343
C -1.881 3.323 -3.726
C 1.645 -3.363 -1.711
O -0.670 1.323 -3.300
H -7.734 -1.263 -2.076
S -5.462 0.753 -0.165
H -2.865 -4.982 2.939
H 3.831 -2.628 -4.184
H -1.667 -3.453 4.544
C -1.791 1.847 -3.357
H 1.209 -4.202 -1.186
C 1.698 -1.802 3.332
H 1.487 0.017 -1.783
H -7.888 0.513 -0.150
H -3.416 -3.224 4.652
*
```

=====

# 4
This record from OMol25 describes the molecule C3H6N2O in a non-equilibrium geometry. The level of theory is wB97M-V/def2-TZVPD.

As for the lowest unoccupied orbital energy: 0.672 eV. The frontier orbital gap is 11.044 eV. Its structure (SMILES) is N#C[C@@H](N)CO.

```
! RIJCOSX wB97M-V def2-TZVPD def2/J DEFGRID3
* xyz 0 1
C -0.641 0.125 0.225
H -0.229 -1.028 -1.521
O 1.381 0.242 -1.149
C -0.007 -0.012 -1.169
N -0.353 -2.312 1.230
C -0.510 -1.227 0.854
H -0.432 0.715 -1.867
H 0.950 1.081 1.081
N -0.049 1.218 0.950
H -1.709 0.342 0.105
H -0.497 1.337 1.850
H 1.818 -0.452 -0.623
*
```

=====

Per-record relative energy (zero: lowest compared OMol25 entry of this formula, charge and spin), kJ/mol: 132.79; 591.61; 132.47; 144.23